Entry 1:
Below is C4H5I in the gas phase at a distorted geometry, with properties calculated with wB97M-V/def2-TZVPD.

Last column: natural (NBO) charge in e.
Element x y z (Å)
C 1.258 -0.227 -0.267  -0.39
C -0.271 0.202 -0.506  -0.31
C 0.703 0.996 0.129  -0.23
C -1.295 -0.297 0.433  -0.38
I -3.277 -0.042 0.032  0.19
H 1.720 -0.961 0.440  0.22
H 1.674 -0.468 -1.358  0.23
H -0.493 0.150 -1.606  0.25
H 0.899 1.070 1.239  0.21
H -0.919 -0.422 1.464  0.21

Calculated values
orbital gap (spin up / spin down): 7.89 / 7.75 eV
HOMO (spin up / spin down): -8.0 / -7.8 eV
E_LUMO (spin up / spin down): -0.1 / 0.0 eV

=====

Entry 2:
Below is C4H5IN2O in the gas phase at a distorted geometry, with properties calculated with wB97M-V/def2-TZVPD.

Last column: natural (NBO) charge in e.
Element x y z (Å)
C 0.474 -1.415 0.352  -0.27
C 1.357 -0.412 0.048  -0.11
C -0.870 -0.960 0.280  0.43
C 0.793 0.891 -0.187  0.17
N -1.944 -1.513 0.535  -0.63
N -0.675 0.635 -0.139  -0.68
O 1.159 1.670 -1.282  -0.70
I -2.166 1.758 0.777  0.31
H 0.738 -2.361 0.411  0.22
H 2.421 -0.518 -0.156  0.23
H 0.970 1.391 0.730  0.18
H -2.688 -0.748 0.586  0.35
H 0.431 1.582 -1.954  0.49

Calculated values
orbital gap: 8.68 eV
SMILES: [H]/N=C1/C=C[C@@H](O)N1I
HOMO: -9.1 eV
E_LUMO: -0.4 eV

=====

Entry 3:
Below is C4H5InO6 as an isolated structure at a distorted geometry, with properties calculated with wB97M-V/def2-TZVPD.

Last column: Mulliken spin population.
Element x y z (Å)
O -0.120 -0.134 -4.623  -0.02
C -0.976 0.209 -3.887  -0.04
O -2.053 0.502 -3.577  -0.01
In 1.420 -0.069 -5.677  -0.94
O 0.064 -0.086 -1.531  0.84
O -0.220 -0.017 2.050  0.09
C 0.475 -0.107 3.173  -0.06
O 1.662 -0.309 3.253  0.87
O -0.349 0.090 4.192  0.11
C 0.497 -0.169 0.831  -0.01
C -0.483 0.103 -0.299  0.02
H 0.147 0.061 5.020  0.00
H 0.895 -1.190 0.754  0.00
H 1.329 0.546 0.800  0.00
H -0.912 1.126 -0.247  0.07
H -1.377 -0.557 -0.232  0.08

Calculated values
total charge: +3
orbital gap (spin up / spin down): 4.47 / 5.97 eV
multiplicity: 2
HOMO (spin up / spin down): -21.8 / -21.2 eV
E_LUMO (spin up / spin down): -17.3 / -15.2 eV
<S²>: 1.761

=====

Entry 4:
Below is C4H5KMgO5 as an isolated structure at a distorted geometry, with properties calculated with wB97M-V/def2-TZVPD.

Last column: Mulliken spin population.
Element x y z (Å)
O 0.777 -1.943 -2.537  0.00
C 0.026 -1.981 -1.528  0.00
O -0.622 -2.938 -1.144  0.00
O 0.085 -0.815 -0.766  0.00
C 0.140 0.366 1.288  0.01
C -0.038 -0.895 0.559  0.02
K -0.631 -5.588 -2.957  0.00
H 0.078 0.244 2.374  0.00
H 1.189 0.667 1.137  0.00
H -1.148 -0.107 1.101  0.00
H 0.375 -1.804 1.009  0.00
Mg 2.006 -0.817 -3.439  0.00
O -0.483 2.373 0.804  0.17
C -0.480 3.398 1.448  0.71
O -0.711 4.569 0.997  0.11
H -0.562 5.270 1.655  -0.02

Calculated values
total charge: +3
orbital gap (spin up / spin down): 3.27 / 5.71 eV
multiplicity: 2
HOMO (spin up / spin down): -17.3 / -19.8 eV
E_LUMO (spin up / spin down): -14.1 / -14.1 eV
<S²>: 0.753

=====

Entry 5:
Below is C4H5KO as an isolated structure at a distorted geometry, with properties calculated with wB97M-V/def2-TZVPD.

Last column: Mulliken spin population.
Element x y z (Å)
H -1.197 -0.828 0.969  0.02
C -0.078 -1.935 -0.620  -0.07
C -0.444 -0.873 0.179  0.30
C 0.972 -1.331 0.076  0.39
H -0.395 -2.727 -1.291  0.00
H 1.180 0.195 -0.543  0.01
H 1.641 -1.553 0.910  0.01
C 0.233 1.343 -0.133  0.19
O -0.741 2.111 -0.134  0.11
K -2.265 4.119 0.025  0.01
H 1.094 1.478 0.561  0.01

Calculated values
total charge: +1
orbital gap (spin up / spin down): 7.71 / 7.19 eV
multiplicity: 2
HOMO (spin up / spin down): -11.4 / -11.6 eV
E_LUMO (spin up / spin down): -3.7 / -4.4 eV
<S²>: 0.774

=====

Entry 6:
Below is C4H5Li2O as an isolated structure at a distorted geometry, with properties calculated with wB97M-V/def2-TZVPD.

Last column: natural (NBO) charge in e.
Element x y z (Å)
O -0.789 -0.246 0.041  -1.06
C -0.087 0.789 0.386  0.09
C 0.337 0.916 1.749  -0.45
Li -1.810 -1.328 1.073  0.96
Li -0.405 0.120 -1.744  0.96
H 0.091 0.108 2.451  0.18
H 0.282 1.963 2.076  0.26
C 1.804 0.856 0.688  -0.16
C 2.578 -0.098 0.156  -0.44
H 3.608 0.120 -0.130  0.23
H 2.147 1.894 0.633  0.23
H 2.143 -0.922 -0.417  0.19

Calculated values
total charge: +1
orbital gap (spin up / spin down): 6.73 / 6.73 eV
HOMO (spin up / spin down): -10.9 / -10.9 eV
E_LUMO (spin up / spin down): -4.2 / -4.2 eV

=====

Number 1: calculated total energy -452.91489 Ha. Number 2: calculated total energy -637.77011 Ha. Number 3: calculated total energy -795.54247 Ha. Number 4: calculated total energy -1330.41547 Ha. Number 5: calculated total energy -830.10248 Ha. Number 6: calculated total energy -245.40270 Ha.